55
Properties=species:S:1:pos:R:3:nbo_charge:R:1 method="wB97M-V/def2-TZVPD" e_tot_ha=-4376.19074 charge=+1 lumo_ev=-2.5
Au 0.11067 -0.83926 1.66482 0.409
I 2.09158 1.93180 2.01912 0.157
As -2.25136 -1.25481 3.85184 1.445
S -0.59975 -2.43428 3.23230 -0.566
P 0.30403 0.15028 -0.44595 0.872
C 5.81180 1.17729 0.03313 -0.197
C -2.78281 3.32673 -1.72287 -0.188
C -1.93933 3.54078 -0.64280 -0.203
C -0.76005 -3.93706 -2.26995 -0.190
C -0.97150 1.35268 -0.95920 -0.282
C 4.76377 1.32254 0.95721 -0.225
C 3.45980 1.28004 0.54785 -0.117
C -1.82468 1.14087 -2.04045 -0.244
C 2.64360 0.94676 -3.60593 -0.222
C -1.04244 2.55689 -0.25820 -0.223
C -1.66417 0.22562 4.94293 -0.962
C -1.38483 -1.91283 -1.14599 -0.222
C 0.51820 -3.43827 -2.45249 -0.215
C 4.17775 1.05287 -1.74218 0.029
C -3.36346 -2.35462 4.97749 -0.964
C 5.51821 1.09917 -1.29340 -0.187
C -3.42150 -0.58107 2.46701 -0.961
C 3.09355 1.03185 -0.80489 -0.141
C 1.78873 0.77394 -1.33350 -0.269
C 0.85478 -2.17208 -1.98924 -0.142
C 1.59366 0.76075 -2.69849 -0.189
C -0.09595 -1.39968 -1.33474 -0.388
C -1.71870 -3.16704 -1.62097 -0.191
C 3.91646 1.03966 -3.12928 -0.153
C -2.72419 2.12734 -2.41690 -0.190
H 4.99737 1.51523 1.99508 0.235
H -4.29779 -0.13779 2.94001 0.253
H -1.14111 0.96190 4.33694 0.255
H 1.26318 -4.03852 -2.95834 0.227
H -3.78570 -3.16360 4.38535 0.259
H 0.60545 0.55447 -3.08648 0.225
H -1.79548 0.21360 -2.59692 0.229
H -2.12480 -1.31211 -0.62923 0.215
H -3.38181 1.96025 -3.26012 0.226
H 2.43985 0.96492 -4.66767 0.232
H 4.75748 1.11372 -3.80771 0.224
H 1.85628 -1.78983 -2.14343 0.217
H -1.97354 4.47661 -0.10027 0.226
H -2.51682 0.68822 5.43854 0.250
H -0.98093 -0.17770 5.68759 0.263
H -2.75003 -2.77611 5.77110 0.262
H -1.01372 -4.92460 -2.63171 0.227
H -3.48437 4.09433 -2.02178 0.227
H -4.16517 -1.75868 5.41095 0.251
H -0.38437 2.72645 0.58411 0.223
H -2.91355 0.16615 1.85989 0.259
H 6.83454 1.18976 0.38352 0.233
H -2.72082 -3.55191 -1.48155 0.222
H -3.73258 -1.41547 1.84123 0.258
H 6.30655 1.07388 -2.03534 0.225

***

7
Properties=species:S:1:pos:R:3:nbo_charge:R:1 method="wB97M-V/def2-TZVPD" e_tot_ha=-373.81849 de_lowest_kj_mol=294.3 charge=-1 smiles="O=C([O-])n1[nH]o1" lumo_ev=4.3
O -1.32907 1.67365 -0.00123 -0.861
O -1.93761 -0.72212 0.03571 -0.675
O 0.78128 -1.22476 0.03806 -0.299
N 0.24112 -0.02316 -0.45277 -0.109
N 1.30743 0.00620 0.48949 -0.187
C -1.16802 0.22140 -0.04081 0.828
H 2.10487 0.06879 -0.06844 0.303

***

57
Properties=species:S:1:pos:R:3:nbo_charge:R:1 method="wB97M-V/def2-TZVPD" e_tot_ha=-5423.56907 de_lowest_kj_mol=71.4 charge=-2 multiplicity=5 lumo_ev="3.9 / 3.9" s2=6.030
Sb 0.75058 -1.97620 -0.39013 1.084
Cr -0.00099 1.97467 0.87100 0.745
S 1.18354 2.53406 5.66136 0.476
S 3.56234 3.56196 7.15073 -0.254
S -0.47014 1.77523 3.26849 -0.341
S -1.98849 0.20848 0.77514 -0.195
S 2.18227 2.91356 1.47094 -0.333
S -1.21071 4.11891 -0.15433 -0.363
S 3.41215 3.45055 4.16472 0.474
S 0.68589 1.56289 -1.45218 -0.313
N -3.65611 2.15855 -0.06353 -0.608
N -2.32230 5.25946 -3.47866 -0.399
N 4.72763 0.78209 1.06528 -0.688
N -0.12154 2.41547 -4.92758 -0.386
N -4.66778 0.36895 0.71694 -0.611
N 3.63966 -0.00049 0.52152 -0.689
C -1.21176 -3.80821 -2.09194 -0.613
C -3.45079 0.95880 0.46065 0.315
C -5.05879 2.52863 -0.06674 -0.217
C -0.25087 2.71869 -2.35893 -0.290
C -5.71074 1.38865 0.73978 -0.223
C -0.91927 -2.36163 -1.71360 -0.766
C -1.00872 3.73485 -1.85052 -0.298
C -1.71938 4.58299 -2.76475 0.302
C 0.99969 2.44188 3.92580 -0.420
C 0.95271 -3.99413 0.38424 -0.770
C -0.18820 2.55137 -3.78497 0.303
C 2.23072 -4.14389 1.20305 -0.622
C 2.32918 -2.13589 -1.85711 -0.771
C 2.77652 3.16074 5.72998 -0.567
C 2.42497 -3.41097 -2.68240 -0.614
C 2.06170 2.87925 3.21034 -0.419
H 3.53530 0.30963 -0.44054 0.344
H 0.06845 -4.18952 0.99666 0.207
H -5.19918 3.50490 0.39687 0.208
H -5.44843 2.57395 -1.08639 0.192
H -0.73459 -1.74147 -2.59443 0.225
H -1.43363 -4.41438 -1.21027 0.195
H 0.93054 -4.70798 -0.44247 0.199
H 3.24546 -1.95061 -1.29447 0.233
H -6.62709 1.03031 0.27129 0.191
H -4.64865 -0.35819 1.41212 0.404
H -2.87870 2.84900 -0.14197 0.442
H -0.36911 -4.28271 -2.59756 0.195
H 5.01377 0.30790 1.91311 0.327
H 2.18832 -1.26275 -2.50054 0.233
H -5.94058 1.70395 1.76247 0.181
H 1.56413 -3.52587 -3.34397 0.196
H 2.33612 -5.14865 1.62451 0.185
H 4.35263 1.68861 1.34668 0.354
H 2.25988 -3.43101 2.02952 0.213
H -2.07778 -3.88049 -2.75829 0.191
H 3.31939 -3.41120 -3.31386 0.193
H 2.47440 -4.30372 -2.05346 0.191
H 3.11638 -3.94784 0.59320 0.204
H 2.76986 0.30092 0.96386 0.340
H -1.77988 -1.91206 -1.21464 0.230

***

10
Properties=species:S:1:pos:R:3:nbo_charge:R:1 method="wB97M-V/def2-TZVPD" e_tot_ha=-321.88893 de_lowest_kj_mol=324.9 charge=-1 lumo_ev=3.9
O 2.67251 -1.89672 1.15953 -0.569
O -2.85883 1.13644 -0.84016 -1.050
N -0.88145 -0.11263 0.03988 -0.694
C 1.47462 0.19830 0.73619 -0.609
C 0.29422 -0.24136 -0.18087 0.047
C 2.08895 -0.84183 1.15195 0.649
H 0.63379 -0.72349 -1.13478 0.070
H -2.83071 0.70897 -1.68945 0.433
H 1.44185 1.15988 1.12005 0.244
H -2.03495 0.61243 -0.36233 0.480

***

7
Properties=species:S:1:pos:R:3:nbo_charge:R:1 method="wB97M-V/def2-TZVPD" e_tot_ha=-207.80330 de_lowest_kj_mol=510.3 charge=0 lumo_ev="-0.3 / -0.3"
O -2.76882 0.01046 -0.07331 -0.237
N -1.67099 0.42145 0.22707 0.174
C 1.13162 0.30237 -0.03432 -0.484
C 0.19354 -0.50017 -0.00662 -0.088
H 0.80700 1.32995 -0.05454 0.222
H 0.12358 -1.54979 -0.00683 0.183
H 2.18407 -0.01428 -0.05144 0.230

***

91
Properties=species:S:1:pos:R:3:mulliken_spin:R:1 method="wB97M-V/def2-TZVPD" e_tot_ha=-3958.05619 de_lowest_kj_mol=147.0 charge=0 multiplicity=2 lumo_ev="-0.3 / -0.8" s2=0.758
Rh -0.01599 -0.59512 0.12978 0.096
S 0.49786 0.95488 3.22869 -0.008
S -0.44040 -2.67549 -0.48508 0.823
P -2.04142 0.41953 -0.34341 0.048
P 2.25271 -0.31683 -0.20400 0.043
P 0.10027 -0.73794 2.34544 0.002
Si 0.36211 2.03262 0.21195 -0.005
O 1.19489 -1.78404 2.86676 0.002
O -1.22276 -1.42198 2.95465 -0.001
C 0.99505 -3.21137 2.80441 0.003
C 3.44721 -1.69805 -0.14267 -0.053
C -4.42197 3.57533 0.68765 0.000
C 3.71483 1.44987 -3.61610 0.000
C -2.51697 -1.66285 2.38737 -0.016
C -0.45666 3.61581 0.74691 -0.001
C -4.77608 -0.34872 -0.51774 -0.002
C 2.16603 2.14868 0.78131 -0.007
C 2.96249 1.00742 0.78952 0.000
C 3.49077 1.15260 -2.27747 -0.002
C -0.20539 1.99557 -1.60953 -0.014
C 1.75513 -0.38836 -2.92112 -0.011
C 2.61883 3.26860 1.46762 0.000
C 4.12448 0.94052 1.53525 0.005
C 0.35500 2.68095 -2.68830 0.001
C -4.27337 3.64067 2.07065 0.000
C -0.22013 2.62091 -3.95099 0.001
C -1.98566 1.23522 -3.08674 0.007
C 2.51626 0.22478 -1.92514 0.010
C -2.75411 1.77636 1.99688 0.002
C 4.55527 2.06683 2.23318 0.000
C 5.22366 -3.84735 -0.14103 -0.002
C 3.82211 3.23746 2.17238 0.001
C -2.83527 -3.13772 2.45108 0.005
C 2.99622 -2.98278 0.11527 -0.026
C -3.46707 -0.57162 -0.93894 -0.020
C -5.55231 -2.19049 -1.86018 -0.003
C 0.62033 -3.73521 4.17377 0.001
C -2.90131 1.70321 0.61881 -0.002
C -4.24613 -2.44083 -2.26137 0.008
C -1.39065 1.89926 -4.15093 -0.002
C -5.81302 -1.15040 -0.98309 0.005
C -3.21264 -1.64089 -1.80140 0.080
C 3.88165 -4.05525 0.12577 -0.018
C -3.44361 2.74319 2.72189 -0.001
C -1.40118 1.28814 -1.82507 -0.013
C -3.74523 2.60662 -0.03286 -0.006
C 2.96320 0.82941 -4.60405 0.000
C 5.68075 -2.56651 -0.43432 0.001
C 1.97762 -0.08511 -4.25472 -0.001
C 4.79871 -1.49993 -0.43926 0.001
H 5.45956 2.01826 2.82656 0.000
H -2.54267 -1.32804 1.35632 0.000
H -6.36234 -2.81019 -2.22485 0.000
H -3.85621 -3.30971 2.10175 -0.002
H 5.16386 -0.51022 -0.68435 0.000
H 1.27337 3.24294 -2.55139 -0.001
H 0.43535 -4.81060 4.11851 0.000
H -0.28040 -3.24129 4.53574 0.000
H -3.32244 2.78809 3.79707 0.000
H 4.16333 4.12136 2.69654 0.000
H 2.03139 4.17885 1.47497 0.000
H 0.23297 -3.45349 2.06173 -0.004
H -5.00029 0.44695 0.17845 0.001
H 4.48231 2.16470 -3.88575 0.000
H 0.24661 3.13621 -4.78235 0.000
H -4.80300 4.39837 2.63485 0.000
H 4.68431 0.01801 1.60306 0.000
H -3.86637 2.55227 -1.10953 0.000
H -2.74639 -3.50886 3.47339 0.001
H -2.91121 0.69294 -3.23822 0.000
H 0.14400 4.42985 0.32464 0.000
H 6.72513 -2.40179 -0.66809 0.000
H 3.51515 -5.05250 0.33598 0.000
H -5.06654 4.27813 0.17484 0.000
H -6.82595 -0.95824 -0.65156 0.000
H -1.84632 1.85826 -5.13282 0.000
H -2.07551 1.10990 2.51234 -0.006
H -1.46336 3.69008 0.34723 0.000
H 3.14410 1.06096 -5.64654 0.000
H 5.91488 -4.68069 -0.13775 0.000
H 1.42364 -3.55460 4.88892 0.000
H -4.02792 -3.26813 -2.92511 0.000
H -0.50390 3.73760 1.83196 0.000
H -2.19652 -1.85033 -2.10992 0.008
H -2.15279 -3.69708 1.80903 -0.004
H 1.37840 -0.56001 -5.02138 0.000
H -3.23375 -1.07263 2.96046 0.001
H 4.06537 1.65745 -1.50908 0.000
H 0.98490 -1.10240 -2.64712 -0.006
H 1.94011 -3.63507 2.47622 -0.002
H 1.94102 -3.14485 0.28373 0.082

***

24
Properties=species:S:1:pos:R:3:nbo_charge:R:1 method="wB97M-V/def2-TZVPD" e_tot_ha=-550.88796 de_lowest_kj_mol=735.8 charge=0 lumo_ev="0.1 / 0.1"
O 1.39807 -1.37906 -0.93703 -0.519
O -1.88472 -0.61498 -1.19469 -0.491
N 0.31342 -0.78480 -0.75329 0.379
N 0.12361 0.03205 0.42528 -0.291
N -0.76079 -0.98008 -1.45409 0.242
C -0.46240 -1.85033 -2.59947 -0.099
C -1.34204 -1.92128 -3.57303 -0.377
C -0.36822 1.41345 0.21252 -0.231
C 0.94932 -0.37365 1.51005 -0.253
C 0.05553 -1.07575 2.58361 -0.595
C 0.57827 2.33909 -0.51136 -0.634
H -0.08464 -2.18301 2.22700 0.199
H 0.69184 -1.05168 3.53533 0.196
H 0.57401 -2.23338 -2.53556 0.265
H 1.36019 0.40321 2.17209 0.201
H -0.87374 -2.12835 -4.53481 0.216
H -1.28289 1.30636 -0.37897 0.234
H -0.61845 1.70974 1.18928 0.209
H 0.92430 1.92089 -1.52679 0.230
H 1.32631 2.71040 0.25144 0.219
H -0.12825 3.30310 -0.76936 0.213
H -0.89592 -0.69058 2.77914 0.209
H 1.77506 -1.08328 1.35157 0.248
H -2.32006 -1.42910 -3.60981 0.232